Entry 1:
DFT (ωB97M-V/def2-TZVPD) results for C24H22Cl2N5O4S3Tl as an isolated structure.

Each line ends with the Mulliken charge.
Element x y z (Å)
Tl -0.64 -0.82 -0.15  0.758
Cl -6.28 2.92 -3.44  -0.281
C -5.41 1.66 -2.60  0.002
C -4.11 1.90 -2.19  -0.547
C -3.38 0.95 -1.47  -0.090
N -2.16 1.21 -0.90  -0.114
C -1.37 2.24 -1.16  -0.030
O -1.26 2.96 -2.17  -0.838
C -0.51 2.56 0.06  0.758
C -0.08 3.86 0.26  -0.615
C 0.55 4.19 1.45  -0.391
C 0.73 3.20 2.41  -0.656
C 0.30 1.92 2.11  -0.356
N -0.30 1.60 0.97  0.202
C -3.99 -0.31 -1.17  -0.200
C -5.29 -0.54 -1.64  -0.731
C -5.99 0.43 -2.34  0.218
Cl -7.62 0.07 -2.88  -0.281
N -3.27 -1.17 -0.37  -0.078
C -3.73 -2.32 0.10  0.125
O -4.73 -2.99 -0.22  -0.843
C -2.85 -2.88 1.21  0.467
C -2.98 -4.22 1.57  -0.537
C -2.18 -4.72 2.58  -0.222
C -1.32 -3.86 3.26  -0.755
C -1.29 -2.53 2.87  -0.154
N -2.01 -2.06 1.85  -0.255
H -3.65 2.86 -2.40  0.553
H -0.26 4.59 -0.52  0.422
H 0.89 5.20 1.63  0.386
H 1.21 3.41 3.35  0.418
H 0.47 1.10 2.80  0.244
H -5.76 -1.49 -1.42  0.653
H -3.69 -4.83 1.03  0.400
H -2.22 -5.78 2.84  0.373
H -0.67 -4.22 4.05  0.376
H -0.64 -1.83 3.37  0.520
C 5.02 3.23 -0.69  -0.663
C 4.86 2.45 0.62  -0.926
S 3.35 1.47 0.78  0.261
C 3.70 0.04 -0.27  -0.816
C 3.44 0.24 -1.77  -0.791
S 1.75 0.85 -2.13  0.004
C 1.96 2.44 -3.02  -0.389
C 3.20 3.31 -2.86  -0.950
S 3.52 4.11 -1.25  -0.072
H 5.33 2.57 -1.49  0.272
H 5.79 4.00 -0.56  0.460
H 4.81 3.14 1.47  0.315
H 5.72 1.80 0.77  0.379
H 3.04 -0.73 0.14  0.261
H 4.74 -0.26 -0.10  0.481
H 3.53 -0.72 -2.27  0.479
H 4.15 0.94 -2.22  0.276
H 1.05 2.97 -2.76  0.157
H 1.91 2.20 -4.09  0.383
H 3.09 4.13 -3.56  0.450
H 4.11 2.77 -3.13  0.430
O 2.81 -1.44 3.41  -0.627
N 1.72 -1.11 2.95  0.049
O 1.50 -1.42 1.76  -0.323

Computed properties:
E_HOMO in eV: -1.48
Charge: -2
Frontier orbital gap in eV: 5.285

---

Entry 2:
DFT (ωB97M-V/def2-TZVPD) results for C24H22Cl2PTl as an isolated structure.

Each line ends with the Mulliken charge.
Element x y z (Å)
C -1.14 -1.39 1.48  -1.002
C -0.99 -2.06 0.24  -0.542
C 0.39 -2.25 0.00  -0.392
H -1.81 -2.31 -0.43  0.576
C 1.10 -1.72 1.09  -0.805
C 0.16 -1.19 2.03  -0.626
H 0.39 -0.72 2.98  0.518
H -2.08 -1.03 1.91  0.699
H 0.84 -2.70 -0.89  0.558
H 2.19 -1.68 1.20  0.425
Tl 0.00 0.53 0.09  1.207
Cl 2.21 1.51 0.22  -0.478
P 0.02 0.32 -2.47  0.906
C 1.26 -0.76 -3.17  0.279
C 0.94 -1.47 -4.33  -0.192
H -0.09 -1.42 -4.73  0.418
C 1.94 -2.20 -4.97  -0.627
H 1.68 -2.74 -5.88  0.402
C 3.24 -2.22 -4.44  -0.560
H 4.00 -2.79 -4.95  0.388
C 3.56 -1.50 -3.28  -0.603
H 4.57 -1.51 -2.88  0.410
C 2.57 -0.76 -2.62  -0.228
H 2.78 -0.18 -1.72  0.205
C -1.62 -0.15 -3.05  0.375
C -2.05 -1.49 -2.94  -0.450
H -1.39 -2.26 -2.51  0.828
C -3.33 -1.83 -3.39  -0.967
H -3.66 -2.87 -3.32  0.414
C -4.16 -0.83 -3.94  -0.574
H -5.14 -1.10 -4.30  0.395
C -3.73 0.50 -4.02  -0.650
H -4.36 1.28 -4.45  0.409
C -2.46 0.85 -3.56  -0.612
H -2.10 1.89 -3.62  0.326
C 0.35 2.01 -3.01  0.346
C 0.88 2.12 -4.30  -0.363
H 1.11 1.21 -4.86  0.359
C 1.07 3.39 -4.84  -0.639
H 1.47 3.45 -5.86  0.397
C 0.76 4.52 -4.08  -0.590
H 0.91 5.50 -4.52  0.385
C 0.25 4.41 -2.78  -0.685
H 0.01 5.30 -2.19  0.423
C 0.04 3.14 -2.22  -0.021
H -0.34 3.04 -1.20  0.035
Cl -1.29 2.77 1.49  -0.180
C -1.91 1.59 0.38  -0.778
H -2.62 0.87 0.84  0.491
H -2.12 1.99 -0.64  0.390

Computed properties:
E_HOMO in eV: -7.20
Frontier orbital gap in eV: 7.164

---

Entry 3:
DFT (ωB97M-V/def2-TZVPD) results for C24H22N6O2PdS2 as an isolated structure.

Each line ends with the Mulliken charge.
Element x y z (Å)
Pd -0.66 -1.58 -0.17  0.320
C -5.14 -0.64 -1.57  -1.678
C -3.68 -0.90 -1.37  0.115
N -3.05 -0.91 -0.27  1.025
N -3.67 -0.83 0.94  -1.326
C -3.14 -1.74 1.71  0.571
N -3.61 -1.90 2.97  -0.487
S -1.94 -2.94 1.21  -0.323
C -2.83 -1.41 -2.48  0.816
C -3.23 -1.41 -3.81  -0.748
C -2.45 -2.04 -4.76  -0.398
C -1.28 -2.68 -4.36  -0.690
C -0.94 -2.62 -3.02  -0.190
N -1.68 -2.00 -2.10  0.066
H -5.59 -0.42 -0.61  0.387
H -5.64 -1.52 -2.00  0.379
H -5.30 0.20 -2.25  0.358
H -4.19 -1.14 3.30  0.264
H -2.93 -2.24 3.63  0.303
H -4.16 -0.92 -4.08  0.384
H -2.75 -2.05 -5.80  0.430
H -0.65 -3.21 -5.06  0.429
H -0.03 -3.09 -2.66  0.420
C 2.22 4.98 2.83  -1.484
C 1.81 3.54 2.84  0.949
C 0.79 3.08 2.01  -1.010
C 0.42 1.75 2.00  -0.331
C 1.08 0.85 2.82  0.147
C 2.09 1.28 3.67  -0.416
C 2.45 2.62 3.67  -0.681
S 0.59 -0.86 2.79  1.149
O -0.81 -0.90 3.11  -0.626
O 1.53 -1.57 3.62  -0.728
N 0.78 -1.26 1.22  -0.336
C 2.00 -0.91 0.64  -0.335
C 3.24 -0.93 1.25  -0.117
C 4.37 -0.43 0.57  -0.782
C 4.29 0.10 -0.69  -0.962
C 3.04 0.13 -1.35  1.074
C 2.83 0.68 -2.63  -0.765
C 1.58 0.70 -3.17  -0.975
C 0.52 0.12 -2.45  -0.325
N 0.68 -0.44 -1.27  0.308
C 1.92 -0.41 -0.69  0.254
H 1.44 5.62 2.41  0.354
H 3.13 5.12 2.24  0.290
H 2.44 5.34 3.84  0.385
H 0.27 3.79 1.37  0.329
H -0.38 1.40 1.35  0.527
H 2.59 0.56 4.30  0.470
H 3.24 2.96 4.33  0.381
H 3.33 -1.31 2.25  0.694
H 5.32 -0.46 1.08  0.410
H 5.16 0.50 -1.19  0.396
H 3.67 1.11 -3.16  0.426
H 1.38 1.14 -4.14  0.417
H -0.48 0.10 -2.87  0.482

Computed properties:
E_HOMO in eV: -7.39
Frontier orbital gap in eV: 7.091

---

Entry 4:
DFT (ωB97M-V/def2-TZVPD) results for C24H23AuIN2PSe2 as an isolated structure.

Each line ends with the Mulliken charge.
Element x y z (Å)
Au 0.36 -0.40 0.21  1.854
Se -3.34 0.31 0.82  0.059
Se -2.61 -1.73 0.00  -0.015
C -2.01 -1.01 -1.68  0.143
C -2.66 -1.34 -2.85  -0.609
C -2.22 -0.80 -4.04  -0.332
C -1.14 0.07 -4.03  -0.920
C -0.53 0.34 -2.82  -0.300
N -0.94 -0.20 -1.66  -0.049
C -2.07 0.55 2.24  0.253
C -2.58 0.98 3.46  -0.774
C -1.70 1.24 4.50  -0.303
C -0.34 1.04 4.29  -0.907
C 0.08 0.59 3.06  -0.078
N -0.77 0.35 2.04  -0.195
H -3.52 -2.00 -2.81  0.463
H -2.72 -1.04 -4.97  0.444
H -0.78 0.53 -4.93  0.485
H 0.31 1.03 -2.76  0.587
H -3.64 1.10 3.58  0.423
H -2.07 1.58 5.45  0.428
H 0.38 1.23 5.07  0.459
H 1.13 0.41 2.87  0.471
I 1.06 -3.67 0.39  0.216
C 1.15 -1.86 1.46  -1.675
H 2.15 -1.67 1.82  0.583
H 0.41 -1.88 2.26  0.734
C 2.48 -1.26 -2.39  -1.421
P 2.43 -0.33 -0.85  1.228
C 2.63 1.42 -1.25  0.570
C 3.87 1.81 -1.78  -0.505
C 4.08 3.13 -2.16  -0.752
C 3.06 4.06 -2.00  -0.537
C 1.84 3.68 -1.47  -0.880
C 1.62 2.37 -1.10  -0.232
C 3.82 -0.82 0.15  0.195
C 4.40 -2.08 -0.01  -0.305
C 5.44 -2.47 0.82  -0.767
C 5.90 -1.60 1.80  -0.497
C 5.33 -0.34 1.95  -0.772
C 4.28 0.05 1.14  -0.464
H 3.51 -1.29 -2.75  0.554
H 1.86 -0.77 -3.14  0.425
H 2.11 -2.28 -2.24  0.366
H 4.67 1.09 -1.89  0.396
H 5.03 3.42 -2.57  0.455
H 3.23 5.09 -2.29  0.428
H 1.05 4.41 -1.35  0.449
H 0.65 2.11 -0.69  0.342
H 4.05 -2.76 -0.78  0.443
H 5.90 -3.44 0.69  0.459
H 6.72 -1.90 2.44  0.434
H 5.71 0.33 2.71  0.456
H 3.85 1.03 1.24  0.489

Computed properties:
E_HOMO in eV: -14.29
Charge: +2
Frontier orbital gap in eV: 6.979

---

Entry 5:
DFT (ωB97M-V/def2-TZVPD) results for C24H23Br4N3O6Tl as an isolated structure.

Each line ends with the Mulliken charge.
Element x y z (Å)
Tl -0.29 1.38 0.72  0.798
C 1.37 -0.89 3.46  -0.042
C 0.82 0.31 4.22  -0.389
O -0.51 0.63 3.86  -0.133
C -1.54 -0.05 4.54  -0.874
C -1.96 -1.38 3.91  -0.195
O -2.40 -1.12 2.60  -0.214
C -2.65 -2.25 1.81  -0.800
C -1.42 -3.09 1.50  -0.623
O -0.41 -2.27 0.97  -0.028
C 0.90 -2.74 1.17  -0.688
C 1.89 -1.58 1.25  -0.795
O 1.47 -0.53 2.10  0.023
H 0.73 -1.76 3.61  -0.004
H 2.37 -1.13 3.86  0.332
H 1.43 1.17 3.95  -0.338
H 0.88 0.12 5.30  0.489
H -2.41 0.61 4.51  0.313
H -1.26 -0.23 5.58  0.399
H -2.77 -1.81 4.51  0.412
H -1.12 -2.08 3.92  0.129
H -3.06 -1.85 0.88  0.322
H -3.40 -2.91 2.28  0.390
H -1.71 -3.88 0.79  0.315
H -1.06 -3.59 2.41  0.434
H 1.21 -3.41 0.35  0.382
H 0.93 -3.32 2.10  0.484
H 2.02 -1.11 0.27  0.262
H 2.84 -2.00 1.59  0.347
Br 3.46 6.62 4.30  -0.225
C 2.43 5.75 2.96  0.185
C 1.67 6.48 2.07  0.022
Br 1.64 8.38 2.16  -0.222
C 0.92 5.80 1.10  -0.108
Br -0.17 6.75 -0.14  -0.203
C 0.89 4.40 0.96  0.419
O 0.19 3.79 0.07  -0.884
C 1.69 3.63 1.90  0.355
O 1.70 2.34 1.83  -0.514
C 2.44 4.35 2.86  -0.310
Br 3.46 3.28 4.05  -0.213
N -2.38 -4.05 -9.00  -0.514
C -2.00 -3.39 -8.14  0.097
C -1.52 -2.57 -7.07  0.368
C -1.79 -2.91 -5.74  -0.943
C -1.31 -2.12 -4.71  -0.374
C -0.55 -0.99 -4.98  1.238
C -0.30 -0.64 -6.30  -0.373
C -0.78 -1.42 -7.34  -0.936
N -0.04 -0.22 -3.93  0.232
C 0.40 1.10 -3.99  -0.201
C 0.85 1.40 -2.74  -0.906
N 0.71 0.30 -1.91  -0.228
C 0.19 -0.64 -2.64  -0.277
H -2.38 -3.79 -5.53  0.421
H -1.55 -2.38 -3.69  0.450
H 0.30 0.23 -6.53  0.333
H -0.58 -1.15 -8.36  0.425
H 0.32 1.70 -4.87  0.363
H 1.23 2.34 -2.36  0.512
H -0.04 -1.63 -2.29  0.304

Computed properties:
E_HOMO in eV: -3.09
Charge: -1
Frontier orbital gap in eV: 4.420

---

Entry 6:
DFT (ωB97M-V/def2-TZVPD) results for C24H23Cl3N7O3Ru as an isolated structure.

Each line ends with the Mulliken charge.
Element x y z (Å)
Ru -0.13 0.56 -0.18  -0.073
O -1.92 -0.29 0.10  -0.805
C -2.50 -0.78 -0.99  0.434
C -3.86 -0.53 -1.22  -0.032
C -4.49 -1.03 -2.33  -0.518
C -3.81 -1.83 -3.25  -0.698
C -2.48 -2.11 -3.02  -0.798
C -1.80 -1.59 -1.92  0.524
C -0.38 -1.88 -1.78  -0.225
N 0.37 -1.22 -0.99  1.165
N 1.73 -1.53 -0.94  -1.399
C 2.41 -0.48 -0.56  0.579
O 1.90 0.65 -0.20  -0.583
C 3.89 -0.60 -0.51  0.380
C 4.62 0.29 0.27  -0.311
C 6.00 0.20 0.32  -0.643
C 6.66 -0.78 -0.41  -0.356
C 5.93 -1.66 -1.20  -0.640
C 4.55 -1.57 -1.25  -0.374
H -4.39 0.09 -0.51  0.417
H -5.54 -0.80 -2.50  0.383
H -4.31 -2.22 -4.12  0.419
H -1.92 -2.73 -3.72  0.376
H 0.07 -2.66 -2.38  0.367
H 4.09 1.05 0.83  0.401
H 6.57 0.89 0.94  0.383
H 7.74 -0.85 -0.38  0.380
H 6.44 -2.42 -1.79  0.380
H 3.97 -2.25 -1.86  0.453
Cl -3.62 2.51 -6.65  -0.255
C -2.58 2.07 -5.31  0.493
C -2.91 2.48 -4.03  -0.948
C -2.07 2.13 -2.99  0.978
Cl -2.51 2.63 -1.38  -0.248
C -0.89 1.38 -3.14  -0.757
O -0.07 1.02 -2.21  -0.547
C -0.64 0.98 -4.47  0.654
Cl 0.75 -0.02 -4.76  -0.200
C -1.45 1.32 -5.54  -0.906
H -3.80 3.06 -3.84  0.444
H -1.20 0.98 -6.54  0.432
C -1.41 4.08 3.90  -1.073
N -1.66 3.57 2.56  0.052
C -2.06 4.61 1.62  -0.900
C -0.98 2.48 2.08  0.519
N -0.44 2.39 0.92  -0.211
N -0.90 1.45 3.01  -0.194
C -0.37 0.19 2.82  0.385
N -0.53 -0.62 3.91  -0.515
N 0.19 -0.16 1.73  0.105
H -2.34 4.43 4.35  0.348
H -0.71 4.93 3.86  0.341
H -0.97 3.33 4.54  0.365
H -2.89 5.16 2.06  0.313
H -2.40 4.18 0.69  0.245
H -1.25 5.32 1.43  0.356
H -0.57 3.24 0.37  0.230
H -1.59 1.51 3.74  0.325
H -0.53 -0.19 4.83  0.216
H -0.10 -1.53 3.87  0.234
H 0.57 -1.10 1.74  0.138

Computed properties:
E_HOMO (alpha / beta) in eV: -7.10 / -7.08
⟨S²⟩: 0.75
Frontier orbital gap (alpha / beta) in eV: 6.936 / 6.906
Spin multiplicity: 2

---

Entry 7:
DFT (ωB97M-V/def2-TZVPD) results for C24H23F5MgN3O2 as an isolated structure.

Each line ends with the Mulliken charge.
Element x y z (Å)
Mg 0.35 -0.10 -0.41  1.534
C -2.10 -2.67 1.52  -1.704
C -2.18 -1.19 1.35  0.691
C -2.74 -0.62 0.20  -0.346
C -2.95 0.76 0.12  -0.559
C -2.61 1.58 1.18  -0.548
C -2.01 1.04 2.30  -0.421
C -1.78 -0.33 2.38  -0.394
H -1.23 -2.96 2.11  0.365
H -2.04 -3.18 0.56  0.263
H -2.99 -3.03 2.04  0.456
H -3.10 -1.26 -0.60  0.499
H -3.43 1.17 -0.76  0.465
H -2.80 2.65 1.12  0.477
H -1.73 1.67 3.14  0.470
H -1.34 -0.76 3.27  0.441
O 2.48 -0.05 -0.37  -0.683
C 3.39 0.93 0.15  -0.725
C 3.23 1.12 1.65  -0.774
C 1.76 1.31 2.06  -0.726
C 1.07 2.36 1.23  0.612
C 1.18 3.70 1.56  -0.681
C 0.58 4.65 0.75  -0.582
C -0.12 4.23 -0.37  -0.932
C -0.19 2.88 -0.62  -0.550
N 0.40 1.95 0.15  0.813
H 2.70 -0.92 0.01  0.108
H 3.16 1.85 -0.39  0.338
H 4.41 0.64 -0.11  0.459
H 3.81 2.00 1.94  0.442
H 3.64 0.27 2.18  0.418
H 1.71 1.58 3.11  0.679
H 1.23 0.36 1.98  -0.350
H 1.73 3.99 2.44  0.577
H 0.66 5.70 0.99  0.462
H -0.61 4.93 -1.03  0.486
H -0.75 2.50 -1.47  0.352
F 2.55 -6.97 0.26  -0.299
C 2.04 -5.74 0.15  0.584
C 2.62 -4.68 0.82  0.106
F 3.70 -4.87 1.58  -0.291
C 2.08 -3.41 0.69  0.163
F 2.69 -2.38 1.33  -0.341
C 0.95 -3.14 -0.09  -0.195
O 0.46 -1.93 -0.20  0.324
C 0.41 -4.23 -0.77  0.107
F -0.65 -4.04 -1.58  -0.348
C 0.93 -5.51 -0.65  0.242
F 0.37 -6.51 -1.31  -0.290
N 0.39 0.29 -4.62  -0.039
C -0.53 -0.74 -4.52  -0.603
C -0.75 -0.89 -3.19  -0.449
N 0.00 0.02 -2.48  -0.022
C 0.68 0.70 -3.38  -0.550
H 0.80 0.64 -5.47  0.218
H -0.91 -1.25 -5.38  0.412
H -1.38 -1.62 -2.70  0.348
H 1.39 1.49 -3.17  0.491

Computed properties:
E_HOMO in eV: -10.56
Charge: +1
Frontier orbital gap in eV: 7.746

---

Entry 8:
DFT (ωB97M-V/def2-TZVPD) results for C24H23FeIN3O2 as an isolated structure.

Each line ends with the Mulliken charge.
Element x y z (Å)
Fe 0.78 0.00 0.70  -0.130
C -1.84 1.90 -1.44  -1.139
C -1.59 2.85 -0.29  1.041
C -2.60 3.70 0.17  -0.932
C -2.37 4.57 1.22  -0.732
C -1.12 4.61 1.81  -0.857
C -0.09 3.78 1.37  1.283
C 1.29 3.85 1.98  -1.248
C -0.34 2.89 0.33  -0.469
N 0.65 1.96 -0.07  0.494
C 1.59 2.34 -0.94  0.225
O 1.80 3.45 -1.44  -0.768
C 2.37 1.12 -1.46  0.211
C 3.03 1.05 -2.67  -0.882
C 3.38 -0.21 -3.15  -0.113
C 2.97 -1.36 -2.47  -1.191
C 2.31 -1.19 -1.27  0.544
N 2.15 0.02 -0.76  0.464
C 1.51 -2.29 -0.56  0.470
O 1.94 -3.44 -0.56  -0.688
N 0.31 -1.83 -0.09  0.553
C -0.71 -2.79 0.11  -0.529
C -1.16 -3.58 -0.98  1.258
C -0.54 -3.44 -2.35  -1.339
C -2.20 -4.48 -0.78  -0.906
C -2.81 -4.61 0.45  -0.779
C -2.39 -3.82 1.51  -0.955
C -1.35 -2.90 1.35  1.030
C -0.92 -2.05 2.51  -0.974
H -2.84 2.05 -1.85  0.429
H -1.11 2.06 -2.23  0.257
H -1.74 0.86 -1.12  0.077
H -3.57 3.67 -0.31  0.342
H -3.17 5.21 1.58  0.390
H -0.93 5.30 2.63  0.367
H 1.27 4.36 2.94  0.416
H 1.72 2.85 2.11  0.163
H 1.96 4.40 1.31  0.249
H 3.23 1.96 -3.23  0.494
H 3.91 -0.30 -4.09  0.412
H 3.13 -2.35 -2.87  0.469
H -0.41 -2.39 -2.61  0.235
H 0.44 -3.91 -2.38  0.246
H -1.18 -3.91 -3.10  0.441
H -2.53 -5.08 -1.62  0.350
H -3.62 -5.32 0.59  0.376
H -2.87 -3.90 2.47  0.353
H -1.52 -2.27 3.39  0.394
H 0.13 -2.20 2.77  0.219
H -1.05 -0.98 2.29  0.101
I 2.21 -0.28 4.42  -0.067
C 1.81 0.25 2.43  -0.964
H 1.98 -0.70 1.84  0.301
H 0.72 0.51 2.40  0.010

Computed properties:
E_HOMO (alpha / beta) in eV: -4.45 / -4.67
Charge: -1
⟨S²⟩: 6.03
Frontier orbital gap (alpha / beta) in eV: 7.041 / 7.217
Spin multiplicity: 5